Version one
ORCA calculation (the ωB97M-V functional and the def2-TZVPD basis) on a cluster of 2 separate species, C3H5O2 in total.

The geometry in XYZ format:
```
10
Properties=species:S:1:pos:R:3:lowdin_charge:R:1
C -2.61 -1.35 0.59 -0.09
C 2.22 1.53 -0.89 0.05
C 1.51 0.55 -0.16 0.07
O 2.61 2.41 -1.48 0.42
O -1.51 -0.94 0.23 -0.07
H -3.07 -0.77 1.43 0.09
H -3.23 -2.08 -0.01 0.11
H 0.92 0.89 0.62 0.10
H 2.34 0.01 0.29 0.14
H 0.81 -0.25 -0.63 0.18
```

Calculated values
* highest occupied orbital energy: -13.64 eV
* spin multiplicity: 1
* net charge: +1

=====

Version two
ORCA calculation (the ωB97M-V functional and the def2-TZVPD basis) on the ion C3H5O2 with charge +1.

The geometry in XYZ format:
```
10
Properties=species:S:1:pos:R:3:lowdin_charge:R:1
C 0.08 -1.06 -0.03 0.11
C -1.13 -0.22 0.00 -0.24
C 1.15 0.93 0.00 0.18
O -0.79 1.09 -0.02 -0.04
O 1.17 -0.43 0.00 0.13
H 0.11 -2.14 -0.04 0.19
H -1.79 -0.50 -0.84 0.18
H -1.68 -0.50 0.93 0.18
H 1.45 1.41 -0.92 0.15
H 1.43 1.42 0.93 0.15
```

Calculated values
* highest occupied orbital energy: -15.58 eV
* spin multiplicity: 1
* net charge: +1

=====

Which structure is the least stable? The one labeled version two.

=====

Version one
ORCA calculation (the ωB97M-V functional and the def2-TZVPD basis) on a cluster of 3 separate species, H7O3 in total.

The geometry in XYZ format:
```
10
Properties=species:S:1:pos:R:3:lowdin_charge:R:1
O -2.03 -0.11 -1.00 0.05
H -2.46 0.27 -1.77 0.11
H -2.74 -0.37 -0.38 0.12
O 1.57 -0.02 1.55 0.03
H 2.45 -0.34 1.73 0.09
H 1.33 0.48 2.34 0.11
O 0.41 0.08 -0.60 0.10
H 1.14 -0.06 0.15 0.09
H 1.02 0.00 -1.40 0.18
H -0.69 0.07 -0.63 0.11
```

Calculated values
* highest occupied orbital energy: -17.28 eV
* spin multiplicity: 1
* net charge: +1

=====

Version two
ORCA calculation (the ωB97M-V functional and the def2-TZVPD basis) on a cluster of 3 separate species, H7O3 in total.

The geometry in XYZ format:
```
10
Properties=species:S:1:pos:R:3:lowdin_charge:R:1
O 1.95 -0.66 -1.05 -0.01
H 2.61 -1.15 -0.54 0.10
H 2.39 -0.59 -1.90 0.10
O -1.66 0.18 1.51 0.06
H -1.28 0.13 2.41 0.13
H -2.61 0.23 1.65 0.12
O -0.29 0.49 -0.46 0.18
H -0.81 0.45 0.48 0.08
H 0.52 -0.05 -0.74 0.08
H -0.68 0.75 -1.31 0.16
```

Calculated values
* highest occupied orbital energy: -16.98 eV
* spin multiplicity: 1
* net charge: +1

=====

Which structure is the least stable? The one labeled version one.

=====

Version one
ORCA calculation (the ωB97M-V functional and the def2-TZVPD basis) on a cluster of 2 separate species, H2 in total.

The geometry in XYZ format:
```
2
Properties=species:S:1:pos:R:3:lowdin_charge:R:1
H 0.00 0.00 1.14 0.00
H 0.00 0.00 -1.14 0.00
```

Calculated values
* highest occupied orbital energy: -10.00 eV
* spin multiplicity: 1
* net charge: 0

=====

Version two
ORCA calculation (the ωB97M-V functional and the def2-TZVPD basis) on a cluster of 2 separate species, H2 in total.

The geometry in XYZ format:
```
2
Properties=species:S:1:pos:R:3:lowdin_charge:R:1
H -0.10 0.39 0.23 0.00
H 0.10 -0.39 -0.23 0.00
```

Calculated values
* highest occupied orbital energy: -13.44 eV
* spin multiplicity: 1
* net charge: 0

=====

Which structure is the least stable? The one labeled version one.

=====

Version one
ORCA calculation (the ωB97M-V functional and the def2-TZVPD basis) on a cluster of 2 separate species, C2H4F2Si in total.

The geometry in XYZ format:
```
9
Properties=species:S:1:pos:R:3:lowdin_charge:R:1
C 0.42 -0.52 1.09 0.18
C -0.73 -0.09 1.46 -0.46
F -1.26 0.06 2.66 0.13
F -1.57 0.56 0.60 0.05
Si 0.59 0.20 -1.95 0.60
H 1.14 -1.06 1.55 0.02
H 1.62 1.03 -1.35 -0.16
H -0.59 1.02 -2.03 -0.18
H 0.38 -1.19 -2.03 -0.18
```

Calculated values
* highest occupied orbital energy (spin up / spin down): -6.91 / -10.59 eV
* spin multiplicity: 3
* net charge: 0

=====

Version two
ORCA calculation (the ωB97M-V functional and the def2-TZVPD basis) on a cluster of 2 separate species, C2H4F2Si in total.

The geometry in XYZ format:
```
9
Properties=species:S:1:pos:R:3:lowdin_charge:R:1
C 0.25 -0.53 0.29 -0.25
C 1.47 -0.08 0.14 -0.41
F 2.60 -0.82 -0.04 0.09
F 1.92 1.21 0.04 0.09
Si -1.31 0.44 -0.03 0.59
H 0.12 -2.24 -0.22 0.07
H -1.47 0.61 -1.64 -0.02
H -1.05 1.60 0.88 -0.07
H -2.52 -0.17 0.57 -0.09
```

Calculated values
* highest occupied orbital energy (spin up / spin down): -6.83 / -10.30 eV
* spin multiplicity: 3
* net charge: 0

=====

Which structure is the least stable? The one labeled version two.

=====

Version one
ORCA calculation (the ωB97M-V functional and the def2-TZVPD basis) on a structure of composition H24HeO12.

The geometry in XYZ format:
```
37
Properties=species:S:1:pos:R:3:lowdin_charge:R:1
He -0.19 0.34 -0.08 0.20
O -2.40 -1.83 1.45 -0.05
H -1.96 -0.99 1.56 -0.01
H -1.70 -2.48 1.53 0.05
O -3.61 -1.79 -1.11 -0.07
H -4.08 -0.95 -1.04 0.02
H -3.30 -1.96 -0.22 -0.03
O 2.94 -0.72 1.20 -0.04
H 2.43 -1.48 0.89 -0.01
H 2.65 -0.59 2.10 0.02
O -0.99 0.42 2.43 -0.06
H -1.26 0.74 3.29 0.07
H -0.72 1.20 1.95 -0.01
O 1.76 -3.02 -0.21 -0.03
H 2.64 -2.93 -0.58 0.07
H 1.91 -3.27 0.70 0.06
O 2.11 1.38 -0.70 -0.07
H 2.42 0.73 -0.07 0.00
H 2.26 2.22 -0.28 0.05
O 2.20 0.02 -3.19 -0.04
H 1.76 0.45 -2.46 -0.01
H 1.90 0.50 -3.97 0.06
O -0.43 2.03 -2.35 -0.04
H 0.12 1.73 -1.64 -0.04
H -0.17 2.94 -2.49 0.05
O 1.15 -1.24 3.40 -0.05
H 0.89 -1.36 4.31 0.05
H 0.50 -0.64 3.03 -0.01
O -3.18 2.17 -1.33 -0.05
H -2.24 1.98 -1.30 -0.03
H -3.31 2.80 -0.62 0.01
O 0.70 -2.17 -2.65 -0.06
H 0.87 -2.44 -1.75 -0.03
H 1.28 -1.41 -2.78 -0.04
O -0.86 2.84 1.06 -0.05
H -0.72 3.39 0.29 0.05
H -1.38 3.39 1.65 0.06
```

Calculated values
* highest occupied orbital energy: -9.82 eV
* spin multiplicity: 1
* net charge: 0

=====

Version two
ORCA calculation (the ωB97M-V functional and the def2-TZVPD basis) on a structure of composition H24HeO12.

The geometry in XYZ format:
```
37
Properties=species:S:1:pos:R:3:lowdin_charge:R:1
He 0.07 -0.79 0.12 0.14
O 0.22 3.38 -1.68 -0.03
H 0.63 3.54 -2.53 0.06
H 0.79 2.75 -1.25 0.00
O 3.21 -1.47 0.85 -0.05
H 3.85 -0.76 0.74 0.03
H 2.46 -1.05 1.27 -0.02
O 2.28 1.61 -0.95 -0.04
H 3.12 1.24 -0.66 0.05
H 2.05 1.11 -1.73 0.05
O -2.02 1.68 -1.78 -0.05
H -2.81 2.22 -1.87 0.05
H -1.30 2.30 -1.83 -0.01
O -1.79 3.07 0.83 -0.03
H -2.07 2.55 0.08 0.00
H -2.59 3.46 1.16 0.05
O 1.25 -0.35 2.56 -0.07
H 1.70 -0.38 3.41 0.07
H 0.70 0.43 2.61 0.00
O -2.71 -1.50 -0.99 -0.04
H -3.23 -0.87 -0.49 0.05
H -2.37 -1.00 -1.73 0.01
O -0.07 -0.86 -3.25 -0.05
H -0.99 -0.64 -3.43 0.02
H 0.14 -1.54 -3.89 0.04
O 0.47 2.28 2.55 -0.04
H -0.19 2.35 1.87 0.01
H 1.30 2.22 2.08 0.04
O -0.49 -2.76 2.93 -0.04
H 0.04 -2.03 2.59 0.00
H -1.21 -2.34 3.39 0.05
O 1.90 -3.04 -1.37 -0.07
H 0.99 -2.78 -1.19 0.00
H 2.42 -2.45 -0.82 -0.02
O -1.98 -3.56 0.69 -0.07
H -1.57 -3.26 1.50 -0.04
H -2.19 -2.76 0.22 -0.04
```

Calculated values
* highest occupied orbital energy: -9.85 eV
* spin multiplicity: 1
* net charge: 0

=====

Version three
ORCA calculation (the ωB97M-V functional and the def2-TZVPD basis) on a structure of composition H24HeO12.

The geometry in XYZ format:
```
37
Properties=species:S:1:pos:R:3:lowdin_charge:R:1
He -0.07 0.25 0.16 0.15
O 1.15 -2.03 -1.54 -0.04
H 1.44 -2.23 -2.43 0.07
H 1.86 -1.50 -1.17 0.02
O 3.12 0.57 1.98 -0.03
H 3.70 1.32 1.89 0.07
H 3.64 -0.08 2.45 0.07
O -1.21 4.56 -0.50 -0.05
H -0.93 5.38 -0.08 0.05
H -1.26 3.93 0.22 -0.02
O -3.23 -0.31 -1.43 -0.05
H -2.45 -0.42 -1.98 -0.01
H -3.47 0.61 -1.54 0.06
O -2.74 -0.75 1.24 -0.07
H -2.81 -0.87 0.29 -0.02
H -2.05 -1.35 1.52 -0.02
O -0.01 -4.07 -0.11 -0.05
H 0.26 -3.23 -0.49 -0.01
H 0.73 -4.66 -0.29 0.05
O 0.37 3.33 -2.36 -0.08
H -0.28 3.78 -1.82 -0.04
H -0.14 2.94 -3.07 0.02
O -0.82 -0.26 -2.93 -0.04
H -0.88 -0.75 -3.74 0.05
H -0.20 -0.76 -2.39 0.00
O 0.30 0.03 2.99 -0.08
H 0.01 -0.77 2.54 -0.04
H 1.11 0.27 2.56 -0.03
O -1.57 2.65 1.35 -0.04
H -1.23 2.64 2.24 0.06
H -1.91 1.76 1.21 0.02
O 3.54 -0.34 -0.79 -0.04
H 3.32 -0.02 0.09 -0.01
H 4.37 -0.79 -0.67 0.05
O -0.57 -2.55 2.25 -0.04
H -0.72 -3.23 2.91 0.07
H -0.38 -3.04 1.45 0.00
```

Calculated values
* highest occupied orbital energy: -10.15 eV
* spin multiplicity: 1
* net charge: 0

=====

Which structure is the least stable? The one labeled version one.

=====

Version one
ORCA calculation (the ωB97M-V functional and the def2-TZVPD basis) on a cluster of 4 separate species, C8H24O8 in total.

The geometry in XYZ format:
```
40
Properties=species:S:1:pos:R:3:lowdin_charge:R:1
O -2.90 -0.11 1.77 -0.09
C -2.02 0.95 2.21 -0.21
C -2.66 2.27 1.73 -0.22
O -2.77 2.09 0.32 -0.07
H -2.65 -0.84 2.33 0.01
H -1.94 1.06 3.29 0.11
H -1.04 0.67 1.81 0.10
H -2.06 3.13 2.01 0.11
H -3.64 2.49 2.17 0.12
H -2.81 1.13 0.24 0.04
O -2.26 -1.86 3.69 -0.05
C -1.24 -2.55 2.93 -0.20
C -0.01 -3.14 3.73 -0.20
O 0.79 -2.12 4.36 -0.08
H -1.93 -1.75 4.58 0.10
H -1.58 -3.46 2.46 0.12
H -0.87 -2.09 2.01 0.10
H 0.75 -3.74 3.23 0.12
H -0.42 -3.82 4.48 0.12
H 1.12 -1.58 3.65 0.08
O -2.00 -0.22 -2.16 -0.05
C -1.02 -0.65 -1.20 -0.24
C 0.07 0.35 -0.89 -0.23
O 0.65 0.92 -2.07 -0.07
H -1.57 0.43 -2.72 0.08
H -1.40 -1.12 -0.29 0.10
H -0.52 -1.47 -1.73 0.11
H 0.73 -0.14 -0.18 0.12
H -0.44 1.20 -0.44 0.10
H 1.54 1.25 -1.90 0.06
O 3.70 0.40 -2.57 -0.07
C 4.12 0.84 -3.81 -0.24
C 2.96 1.58 -4.58 -0.21
O 2.80 2.96 -4.24 -0.07
H 4.22 -0.36 -2.32 0.09
H 4.92 1.55 -3.59 0.11
H 4.54 -0.03 -4.31 0.12
H 2.04 1.15 -4.19 0.09
H 2.93 1.41 -5.66 0.11
H 1.88 3.19 -4.15 0.08
```

Calculated values
* highest occupied orbital energy: -9.67 eV
* spin multiplicity: 1
* net charge: 0

=====

Version two
ORCA calculation (the ωB97M-V functional and the def2-TZVPD basis) on a cluster of 4 separate species, C8H24O8 in total.

The geometry in XYZ format:
```
40
Properties=species:S:1:pos:R:3:lowdin_charge:R:1
O 2.31 5.36 -1.74 -0.07
C 0.91 5.57 -1.99 -0.25
C 0.52 4.94 -3.31 -0.22
O 0.74 3.50 -3.14 -0.09
H 2.77 5.87 -2.42 0.09
H 0.24 5.15 -1.24 0.13
H 0.69 6.63 -2.07 0.11
H 1.14 5.24 -4.16 0.11
H -0.49 5.23 -3.57 0.12
H 1.59 3.38 -2.70 0.06
O 2.99 -4.02 -1.69 -0.07
C 3.12 -2.80 -2.36 -0.24
C 2.91 -1.60 -1.28 -0.28
O 3.87 -1.60 -0.35 -0.04
H 3.14 -4.81 -2.21 0.09
H 4.12 -2.84 -2.77 0.11
H 2.38 -2.49 -3.10 0.10
H 2.05 -1.86 -0.65 0.12
H 2.76 -0.71 -1.89 0.11
H 3.56 -2.31 0.22 0.09
O -0.61 0.62 3.50 -0.08
C 0.42 1.52 3.11 -0.23
C -0.15 2.98 2.88 -0.22
O -1.24 2.86 2.00 -0.08
H -1.22 0.69 2.77 0.07
H 1.00 1.50 4.04 0.11
H 0.97 1.15 2.25 0.11
H 0.61 3.58 2.38 0.11
H -0.47 3.45 3.81 0.12
H -2.05 2.80 2.51 0.09
O -1.98 -4.61 1.32 -0.06
C -3.29 -4.19 1.74 -0.27
C -4.46 -4.62 0.98 -0.26
O -4.53 -6.06 1.11 -0.05
H -2.26 -5.33 0.76 0.07
H -3.23 -4.61 2.74 0.13
H -3.42 -3.11 1.72 0.12
H -4.65 -4.08 0.05 0.12
H -5.29 -4.11 1.46 0.12
H -5.45 -6.25 1.29 0.08
```

Calculated values
* highest occupied orbital energy: -9.50 eV
* spin multiplicity: 1
* net charge: 0

=====

Which structure is the least stable? The one labeled version two.

=====

Version one
ORCA calculation (the ωB97M-V functional and the def2-TZVPD basis) on a cluster of 2 separate species, C3H6BrOP in total.

The geometry in XYZ format:
```
12
Properties=species:S:1:pos:R:3:lowdin_charge:R:1
C -1.62 1.19 -0.44 -0.12
C -0.35 1.28 -0.75 -0.73
C 1.13 0.14 0.18 -0.14
O 0.86 -1.10 -0.31 -0.55
P 0.64 -2.51 0.41 0.81
Br 0.21 2.39 -2.07 0.73
H -2.42 1.56 -1.03 0.04
H -1.95 0.67 0.40 0.03
H 1.99 0.63 -0.21 0.06
H 1.10 0.39 1.25 0.09
H 1.12 -2.30 1.66 -0.14
H -0.72 -2.34 0.92 -0.09
```

Calculated values
* highest occupied orbital energy: -9.16 eV
* spin multiplicity: 1
* net charge: 0

=====

Version two
ORCA calculation (the ωB97M-V functional and the def2-TZVPD basis) on the molecule C3H6BrOP.

The geometry in XYZ format:
```
12
Properties=species:S:1:pos:R:3:lowdin_charge:R:1
C -1.54 -0.65 -0.38 -0.13
C -0.49 0.36 -0.03 -0.44
C 0.61 -0.12 0.77 -0.75
O 3.09 2.00 -0.61 -0.50
P 2.88 1.02 0.38 0.77
Br 1.80 -1.44 -0.02 0.57
H -1.08 -1.27 -1.12 0.06
H -1.88 -1.17 0.41 0.03
H -2.44 -0.21 -0.79 0.08
H -0.11 0.84 -1.02 0.13
H -0.99 1.14 0.72 0.15
H 0.15 -0.50 1.68 0.04
```

Calculated values
* highest occupied orbital energy (spin up / spin down): -8.19 / -8.19 eV
* spin multiplicity: 1
* net charge: 0

=====

Which structure is the least stable? The one labeled version one.

=====

Version one
ORCA calculation (the ωB97M-V functional and the def2-TZVPD basis) on the molecule C3H7N3O3.

The geometry in XYZ format:
```
16
Properties=species:S:1:pos:R:3:lowdin_charge:R:1
C -0.32 -0.06 -1.96 -0.08
N -0.02 -0.04 -0.53 0.02
C 0.50 1.15 -0.11 -0.25
N 0.74 2.20 -1.14 0.09
N 0.72 3.48 -0.76 -0.48
O 1.29 4.30 -1.43 0.06
O 0.07 3.71 0.31 -0.02
O 0.84 1.44 1.16 -0.02
C 0.77 0.36 2.06 -0.06
H -1.43 -0.24 -2.03 0.10
H 0.04 0.93 -2.29 0.06
H 0.25 -0.89 -2.47 0.10
H -0.38 -0.79 0.10 0.16
H 1.06 0.74 3.05 0.10
H 1.61 -0.33 2.00 0.09
H -0.21 -0.20 2.01 0.11
```

Calculated values
* highest occupied orbital energy: -9.23 eV
* spin multiplicity: 1
* net charge: 0

=====

Version two
ORCA calculation (the ωB97M-V functional and the def2-TZVPD basis) on a structure of composition C3H7N3O3.

The geometry in XYZ format:
```
16
Properties=species:S:1:pos:R:3:lowdin_charge:R:1
C 1.12 -0.02 -1.20 -0.16
C 0.60 0.40 0.08 -0.20
C 0.53 -0.63 1.08 -0.40
H -1.36 -1.54 -2.77 0.19
H -1.01 -0.53 -1.01 0.13
H 2.01 0.75 -1.50 0.16
H 1.03 1.19 0.51 0.12
H -0.97 1.63 -0.80 0.04
H 0.10 -0.40 3.03 0.23
H -1.30 1.24 1.39 0.02
N -0.65 -1.48 -1.70 -0.07
N 0.58 -0.82 -2.12 -0.06
N -0.49 -0.29 2.03 0.04
O -0.86 0.95 -0.24 -0.06
O 1.37 -1.55 1.18 0.10
O -0.69 1.11 2.04 -0.07
```

Calculated values
* highest occupied orbital energy: -9.40 eV
* spin multiplicity: 1
* net charge: 0

=====

Which structure is the least stable? The one labeled version two.